ORCA calculation (wB97M-V/def2-TZVPD) on 2 unconnected molecules or ions with the total composition C4H10NO at a distorted geometry.

## Properties
relative energy (zero: lowest compared OMol25 entry of this formula, charge and spin) = 3.401 eV
gap between HOMO and LUMO = 11.02 eV
net charge = +1
lowest unoccupied orbital energy = -4.55 eV

Structure (XYZ):
```
16
C4H10NO, DFT wB97M-V/def2-TZVPD
C -0.591 -0.142 -1.181
C -0.625 0.216 0.257
C -0.986 1.535 1.001
C -1.189 -1.003 0.931
N 0.547 -0.049 -0.566
O 2.671 -0.644 -1.536
H -0.752 -0.635 -2.156
H -1.993 1.568 1.271
H -0.562 2.508 0.522
H -0.307 1.439 1.903
H -1.804 -1.604 0.257
H -1.892 -0.716 1.710
H -0.378 -1.551 1.343
H 1.517 -0.214 -0.804
H 3.405 -0.857 -0.919
H 2.941 0.150 -2.033
```

ORCA calculation (wB97M-V/def2-TZVPD) on 16 unconnected molecules or ions with the total composition C22H76N4O16 at a distorted geometry.

## Properties
relative energy (zero: lowest compared OMol25 entry of this formula, charge and spin) = 3.114 eV
gap between HOMO and LUMO = 8.54 eV
net charge = 0
lowest unoccupied orbital energy = 0.13 eV

Structure (XYZ):
```
118
C22H76N4O16, DFT wB97M-V/def2-TZVPD
C 6.187 12.633 12.952
C 5.852 13.877 13.775
O 6.833 14.860 13.814
H 5.304 12.057 12.874
H 6.970 12.028 13.428
H 6.548 12.887 11.900
H 5.510 13.654 14.731
H 4.910 14.280 13.375
H 7.262 14.815 14.659
C 4.990 9.379 13.632
C 4.085 8.822 14.693
O 3.986 9.832 15.749
H 5.186 8.621 12.867
H 6.042 9.548 13.938
H 4.575 10.207 13.057
H 4.549 8.067 15.259
H 3.187 8.495 14.181
H 3.397 9.536 16.467
C 6.287 10.059 10.733
C 6.483 9.578 9.342
O 5.583 8.525 8.994
H 5.550 10.817 10.729
H 7.170 10.550 11.070
H 6.198 9.143 11.268
H 7.515 9.275 9.359
H 6.365 10.374 8.628
H 5.061 8.746 8.210
C 13.115 11.517 13.121
C 13.582 12.762 12.463
O 12.791 12.990 11.372
H 13.234 10.602 12.476
H 11.979 11.540 13.383
H 13.664 11.389 13.984
H 14.700 12.629 12.249
H 13.410 13.633 13.094
H 12.234 13.769 11.500
C 9.480 13.574 16.023
C 10.951 13.242 15.875
O 11.191 11.797 16.009
H 9.213 13.238 16.948
H 8.777 13.132 15.346
H 9.421 14.650 16.032
H 11.394 13.604 16.853
H 11.598 13.760 15.197
H 12.080 11.640 16.245
C 10.021 10.168 10.046
C 11.324 9.446 10.411
O 10.936 8.158 10.779
H 9.765 9.693 9.023
H 10.242 11.262 9.831
H 9.243 10.035 10.762
H 11.845 10.006 11.132
H 11.991 9.499 9.567
H 10.706 7.810 9.926
C 11.404 7.732 16.764
O 11.939 6.769 17.563
N 11.341 7.507 15.501
N 10.776 8.751 17.178
H 11.478 6.558 15.216
H 11.012 8.144 14.709
H 10.832 8.992 18.164
H 10.226 9.285 16.520
C 9.427 9.432 13.901
O 8.261 9.111 13.266
N 10.645 9.189 13.504
N 9.415 10.079 14.978
H 10.801 8.552 12.666
H 11.456 9.728 13.726
H 8.556 10.381 15.334
H 10.227 10.668 15.432
C 13.817 7.775 13.735
O 13.570 8.802 14.620
H 14.884 7.439 13.736
H 13.529 8.078 12.715
H 13.313 6.837 14.021
H 12.687 8.616 14.942
C 6.575 11.521 16.716
O 7.010 10.521 15.924
H 6.299 12.468 16.150
H 7.324 11.830 17.369
H 5.683 11.377 17.348
H 6.377 10.347 15.226
C 7.475 7.731 16.765
O 6.393 6.964 16.940
H 7.442 8.675 17.288
H 7.589 7.972 15.663
H 8.310 7.130 17.073
H 6.096 6.471 16.191
C 9.884 11.136 19.032
O 10.717 10.112 19.558
H 9.269 11.616 19.783
H 9.217 10.868 18.227
H 10.532 11.984 18.593
H 10.935 10.375 20.443
C 5.932 5.720 13.482
O 6.914 6.636 13.924
H 5.254 5.329 14.275
H 6.464 4.827 13.035
H 5.387 6.224 12.653
H 7.287 7.241 13.287
C 9.418 12.531 12.570
O 8.938 13.892 12.446
H 8.670 12.000 12.039
H 9.570 12.193 13.524
H 10.369 12.303 12.120
H 7.967 13.827 12.556
C 10.144 5.970 12.937
O 10.110 4.566 12.901
H 9.947 6.443 11.954
H 11.120 6.207 13.170
H 9.542 6.365 13.753
H 10.788 4.341 13.623
C 7.439 6.530 10.663
O 6.153 6.268 10.138
H 7.440 7.416 11.269
H 8.171 6.781 9.866
H 7.790 5.586 11.108
H 5.849 7.060 9.718
```